{
  "formula": "C30H50F4N2O24S",
  "method": "ωB97M-V/def2-TZVPD",
  "symbols": ["N", "C", "C", "C", "C", "O", "C", "C", "N", "C", "C", "C", "F", "F", "F", "S", "O", "O", "F", "H", "H", "H", "H", "H", "H", "H", "H", "C", "O", "C", "O", "O", "C", "H", "H", "H", "H", "H", "H", "C", "O", "C", "O", "O", "C", "H", "H", "H", "H", "H", "H", "C", "O", "C", "O", "O", "C", "H", "H", "H", "H", "H", "H", "C", "O", "C", "O", "O", "C", "H", "H", "H", "H", "H", "H", "C", "O", "C", "O", "O", "C", "H", "H", "H", "H", "H", "H", "C", "O", "C", "O", "O", "C", "H", "H", "H", "H", "H", "H", "C", "O", "C", "O", "O", "C", "H", "H", "H", "H", "H", "H"],
  "xyz": [[-2.9716, 1.9010, -1.2407], [-2.6838, 1.6869, -2.3275], [-2.3066, 1.4657, -3.7247], [-0.8988, 2.1001, -3.9025], [-1.0646, 3.5267, -4.4123], [-0.1672, 4.1249, -4.9401], [-2.2785, -0.0384, -4.0553], [-1.3283, -0.7002, -3.1746], [-0.5905, -1.2892, -2.5322], [-1.8582, -0.3709, -5.5160], [-2.1884, 0.7038, -6.5415], [-1.5619, 0.3564, -7.8736], [-0.2172, 0.1673, -7.7499], [-1.7390, 1.3622, -8.7623], [-2.0817, -0.7834, -8.3918], [-3.9244, -0.7349, -3.6189], [-4.9177, 0.2367, -3.9031], [-3.8337, -1.2911, -2.3204], [-4.1154, -1.9015, -4.6216], [-3.0582, 1.9885, -4.3115], [-0.3115, 1.5860, -4.6562], [-0.3846, 2.1778, -2.9510], [-2.0610, 3.9983, -4.3096], [-2.3918, -1.2706, -5.8056], [-0.8013, -0.6175, -5.5240], [-3.2587, 0.7773, -6.7268], [-1.8218, 1.6941, -6.2939], [1.8389, -3.1172, -1.4145], [1.7107, -4.4536, -0.9111], [1.4177, -5.3552, -1.8472], [1.2635, -5.1334, -3.0210], [1.3199, -6.5438, -1.2594], [0.9916, -7.6158, -2.1470], [2.0699, -2.4760, -0.5678], [2.6569, -3.0563, -2.1308], [0.9187, -2.7823, -1.8750], [1.7601, -7.7325, -2.9086], [0.0229, -7.4440, -2.6120], [0.9461, -8.5132, -1.5376], [-0.1942, 5.1378, 4.1627], [-0.7198, 3.8213, 3.9683], [-0.7694, 3.4498, 2.6865], [-0.4221, 4.1247, 1.7541], [-1.2731, 2.2191, 2.6058], [-1.3818, 1.7362, 1.2572], [-0.2066, 5.3329, 5.2310], [0.8315, 5.2013, 3.8065], [-0.8153, 5.8772, 3.6610], [-0.3963, 1.6783, 0.7956], [-2.0380, 2.3666, 0.6695], [-1.8067, 0.7378, 1.3124], [-4.7098, -8.5544, -2.3052], [-3.7203, -7.5266, -2.3799], [-4.1549, -6.3228, -2.0005], [-5.2669, -6.0652, -1.6226], [-3.1472, -5.4635, -2.1157], [-3.4688, -4.1175, -1.7389], [-4.2274, -9.4688, -2.6380], [-5.0574, -8.6800, -1.2818], [-5.5493, -8.3287, -2.9598], [-3.7648, -4.0732, -0.6928], [-4.2606, -3.7270, -2.3678], [-2.5683, -3.5299, -1.8821], [3.6895, -4.0257, 1.5358], [3.9979, -2.7121, 2.0156], [4.5548, -2.6767, 3.2235], [4.8086, -3.6268, 3.9150], [4.7819, -1.4001, 3.5351], [5.3755, -1.2067, 4.8191], [3.2446, -3.9021, 0.5587], [4.5932, -4.6262, 1.4460], [2.9747, -4.5184, 2.1914], [6.3464, -1.6958, 4.8721], [4.7221, -1.5824, 5.6044], [5.5037, -0.1346, 4.9367], [-1.8478, 6.3024, 7.5880], [-0.7768, 7.2186, 7.3478], [-1.0869, 8.4922, 7.5895], [-2.1510, 8.8979, 7.9740], [-0.0131, 9.2358, 7.3300], [-0.2032, 10.6356, 7.5476], [-1.4759, 5.3087, 7.3544], [-2.1565, 6.3310, 8.6308], [-2.6944, 6.5237, 6.9407], [-0.4478, 10.8326, 8.5893], [-0.9872, 11.0221, 6.8996], [0.7396, 11.1140, 7.3003], [2.2663, -2.4001, -5.0952], [3.2654, -1.4420, -5.4541], [2.8733, -0.1865, -5.2570], [1.7903, 0.1570, -4.8431], [3.8628, 0.6277, -5.6022], [3.5683, 2.0194, -5.4441], [2.6600, -3.3889, -5.3070], [2.0342, -2.3371, -4.0375], [1.3675, -2.2452, -5.6905], [3.3567, 2.2508, -4.4021], [2.7272, 2.3086, -6.0713], [4.4564, 2.5572, -5.7604], [3.3222, 0.1694, 8.0651], [2.2491, -0.2016, 7.2000], [1.7717, 0.8050, 6.4610], [2.1810, 1.9377, 6.4812], [0.7751, 0.3449, 5.7185], [0.1644, 1.3395, 4.8738], [3.6114, -0.7313, 8.5992], [4.1703, 0.5398, 7.4923], [2.9982, 0.9245, 8.7787], [0.8924, 1.7342, 4.1705], [-0.2559, 2.1293, 5.4792], [-0.6282, 0.8434, 4.3370]],
  "smiles": "N#C[C@@H](CC=O)[C@](C#N)(CCC(F)(F)F)S(=O)(=O)F.COC(=O)OC.COC(=O)OC.COC(=O)OC.COC(=O)OC.COC(=O)OC.COC(=O)OC.COC(=O)OC",
  "total_energy_ha": -3886.06575,
  "lumo_ev": 0.02,
  "total_charge": 0,
  "homo_ev": -10.721,
  "max_force_ha_per_bohr": 0.0317
}